Entry 1:
20
Properties=species:S:1:pos:R:3:lowdin_charge:R:1 method="wB97M-V/def2-TZVPD" multiplicity=1 total_charge=+1 e_homo_ha=-0.4468 e_tot_ha=-970.060482 de_lowest_kcal_mol=14.0 homo_lumo_gap_ev=3.95 lumo_energy_ev=-8.2
Mg 17.76 -11.54 -7.09 1.083
Cl 17.03 -12.93 -8.59 0.027
C 16.69 -15.26 -11.77 -0.092
C 15.68 -16.39 -11.75 -0.309
O 14.33 -15.96 -11.91 -0.074
H 16.69 -14.62 -10.87 0.010
H 16.56 -14.46 -12.51 0.077
H 17.69 -15.64 -11.96 0.074
H 15.78 -17.08 -10.91 0.105
H 15.91 -17.04 -12.62 0.111
H 14.18 -15.99 -12.86 0.081
C 15.45 -16.97 -7.23 -0.092
C 14.66 -15.69 -7.24 -0.346
O 14.46 -15.22 -8.55 -0.081
H 16.52 -16.83 -7.43 0.069
H 15.01 -17.60 -8.00 0.081
H 15.46 -17.54 -6.30 0.076
H 15.09 -14.93 -6.57 0.092
H 13.69 -15.88 -6.77 0.115
H 15.28 -14.82 -8.85 -0.007

---

Entry 2:
19
Properties=species:S:1:pos:R:3:lowdin_charge:R:1 method="wB97M-V/def2-TZVPD" multiplicity=1 total_charge=+1 e_homo_ha=-0.4571 e_tot_ha=-329.953599 de_lowest_kcal_mol=44.1 homo_lumo_gap_ev=8.21 lumo_energy_ev=-4.2
Cs 24.89 19.81 35.09 0.976
C 28.01 13.27 34.39 -0.098
C 28.66 14.49 34.99 -0.346
O 28.58 14.40 36.43 -0.049
H 26.98 13.28 34.74 0.074
H 28.45 12.33 34.70 0.078
H 28.12 13.24 33.30 0.078
H 28.21 15.35 34.49 0.094
H 29.62 14.58 34.50 0.105
H 28.71 15.32 36.67 0.073
C 23.81 17.23 41.22 -0.102
C 23.62 18.62 41.68 -0.376
O 23.68 19.41 40.58 -0.077
H 23.94 16.60 42.10 0.081
H 24.67 17.06 40.59 0.075
H 22.94 16.89 40.65 0.078
H 24.51 18.87 42.27 0.120
H 22.66 18.77 42.17 0.126
H 24.52 19.85 40.44 0.089

---

Entry 3:
19
Properties=species:S:1:pos:R:3:lowdin_charge:R:1 method="wB97M-V/def2-TZVPD" multiplicity=1 total_charge=+1 e_homo_ha=-0.4815 e_tot_ha=-566.529114 de_lowest_kcal_mol=23.9 homo_lumo_gap_ev=10.20 lumo_energy_ev=-2.9
C 1.91 -0.94 -1.13 -0.201
C -0.47 -0.48 1.05 -0.207
C -0.02 0.66 0.15 -0.266
C 1.80 0.46 -0.60 -0.653
N -1.90 -0.22 1.23 0.007
N -1.06 0.77 -0.88 0.113
I 1.90 2.00 -2.09 0.868
H 1.91 -1.65 -0.32 0.082
H 1.10 -1.18 -1.83 0.072
H 2.84 -1.06 -1.68 0.083
H 0.11 -0.50 1.98 0.135
H -0.35 -1.44 0.55 0.124
H 0.08 1.60 0.69 0.127
H 2.44 0.69 0.24 0.056
H -2.06 0.49 1.94 0.119
H -2.42 -1.05 1.50 0.118
H -1.18 1.71 -1.24 0.135
H -1.88 0.41 -0.20 0.138
H -0.91 0.13 -1.66 0.150

---

Entry 4:
19
Properties=species:S:1:pos:R:3:lowdin_charge:R:1 method="wB97M-V/def2-TZVPD" multiplicity=3 total_charge=+1 s2=2.008 e_homo_ha="-0.3586 / -0.5081" e_tot_ha=-566.363653 de_lowest_kcal_mol=13.0 homo_lumo_gap_ev="6.60 / 5.75" lumo_energy_ev="-3.2 / -8.1"
C -0.61 -0.41 -2.36 -0.058
C -1.67 0.05 0.01 -0.059
C 1.96 -0.29 2.42 -0.737
C -0.49 -0.41 -0.82 -0.431
N 1.07 0.49 1.92 -0.046
N 0.51 0.62 -0.50 0.040
I 2.08 -0.79 4.44 1.197
H -1.40 -1.06 -2.76 0.084
H 0.30 -0.66 -2.89 0.070
H -0.91 0.59 -2.86 0.115
H -1.66 -0.26 1.05 0.087
H -2.58 -0.34 -0.32 0.071
H -1.82 1.10 -0.09 0.075
H -0.14 -1.38 -0.37 0.160
H 0.93 0.57 0.62 0.026
H 0.57 1.08 2.46 0.028
H 2.56 -0.90 1.85 -0.002
H -0.08 1.54 -0.62 0.179
H 1.38 0.48 -1.19 0.201

---

Entry 5:
20
Properties=species:S:1:pos:R:3:lowdin_charge:R:1 method="wB97M-V/def2-TZVPD" multiplicity=1 total_charge=+1 e_homo_ha=-0.5011 e_tot_ha=-641.742876 de_lowest_kcal_mol=32.1 homo_lumo_gap_ev=9.60 lumo_energy_ev=-4.0
C 1.26 -2.09 0.29 -0.028
C 0.29 2.52 -0.83 -0.034
C 0.13 -1.67 -0.68 -0.213
C -0.94 0.49 -0.32 -0.751
N -0.87 1.79 -0.42 -0.043
N -0.07 -0.25 -0.89 0.052
O -0.66 -0.20 2.01 -0.172
I -2.94 -0.16 0.07 1.083
H 0.86 -1.78 1.30 0.079
H 1.39 -3.12 0.17 0.074
H 2.05 -1.50 0.02 0.047
H 0.64 2.09 -1.65 0.050
H 0.18 3.59 -0.85 0.110
H 1.19 2.50 -0.21 0.111
H -0.67 -2.10 -0.23 0.045
H 0.40 -2.13 -1.74 0.177
H -1.57 2.28 0.21 0.151
H -0.53 -1.03 2.51 0.082
H 0.74 0.09 -1.18 0.094
H -0.89 0.67 2.42 0.085

---

Entry 6:
19
Properties=species:S:1:pos:R:3:lowdin_charge:R:1 method="wB97M-V/def2-TZVPD" multiplicity=1 total_charge=0 smiles=CCN(C)[Si@@H](C)I e_homo_ha=-0.3168 e_tot_ha=-801.518127 de_lowest_kcal_mol=22.6 homo_lumo_gap_ev=9.04 lumo_energy_ev=0.4
C 0.64 -1.32 -2.05 -0.102
C 0.82 -1.41 1.14 -0.157
C -0.76 2.80 1.08 -0.146
C 0.72 -0.26 -0.98 -0.406
N 0.08 -0.56 0.23 -0.400
Si -1.14 0.51 0.94 0.364
I -3.10 0.11 -0.68 0.306
H 1.11 -2.25 -1.72 0.075
H -0.39 -1.56 -2.05 0.035
H 0.81 -0.95 -3.09 0.093
H 0.44 -1.16 2.20 0.068
H 0.71 -2.45 1.05 0.045
H 2.02 -1.25 1.04 0.128
H 0.07 3.19 1.56 -0.057
H -0.75 3.07 -0.03 0.016
H -1.71 3.07 1.61 -0.001
H 1.81 0.09 -0.91 0.131
H 0.10 0.57 -1.41 0.086
H -1.48 -0.23 2.08 -0.077